A molecular structure, C27H19CeF10N5SSe2 at a distorted geometry, computed with ωB97M-V/def2-TZVPD.

Properties
total energy = -7988.80498 Eh
HOMO level (spin up / spin down) = -7.18 / -7.17 eV

Cartesian coordinates (Å):
Ce (-0.25, -0.56, -0.89)
C (0.54, 3.01, -1.66)
N (0.85, 1.97, -0.67)
C (0.52, 2.49, 0.67)
C (0.25, 1.45, 1.75)
N (-0.66, 0.42, 1.27)
C (-1.27, -0.40, 2.17)
C (-1.22, -0.38, 3.58)
F (-0.42, 0.49, 4.23)
C (-1.96, -1.24, 4.38)
F (-1.87, -1.13, 5.70)
C (-2.79, -2.20, 3.84)
F (-3.51, -3.01, 4.62)
C (-2.84, -2.30, 2.47)
F (-3.59, -3.23, 1.89)
C (-2.09, -1.44, 1.70)
F (-2.13, -1.65, 0.33)
C (2.28, 1.67, -0.88)
C (2.90, 0.68, 0.08)
N (2.05, -0.48, 0.24)
C (2.45, -1.42, 1.13)
C (1.56, -2.45, 1.49)
F (0.34, -2.42, 0.90)
C (1.80, -3.46, 2.39)
F (0.85, -4.36, 2.64)
C (3.02, -3.52, 3.03)
F (3.28, -4.48, 3.91)
C (3.95, -2.55, 2.73)
F (5.14, -2.58, 3.32)
C (3.68, -1.54, 1.82)
F (4.69, -0.68, 1.58)
H (1.18, 3.89, -1.51)
H (-0.49, 3.33, -1.55)
H (0.69, 2.63, -2.67)
H (-0.39, 3.08, 0.55)
H (1.31, 3.17, 1.02)
H (-0.18, 2.01, 2.58)
H (1.18, 1.01, 2.11)
H (2.86, 2.59, -0.84)
H (2.36, 1.27, -1.90)
H (3.08, 1.18, 1.04)
H (3.88, 0.44, -0.33)
Se (-2.45, -0.08, -3.95)
Se (-2.27, 2.19, -3.60)
C (-2.82, 2.26, -1.75)
C (-3.36, 3.46, -1.31)
C (-3.91, 3.51, -0.04)
C (-3.93, 2.35, 0.72)
C (-3.34, 1.22, 0.20)
N (-2.74, 1.17, -1.00)
C (-0.61, -0.58, -4.24)
C (-0.37, -1.26, -5.40)
C (0.93, -1.83, -5.59)
C (1.79, -1.85, -4.55)
C (1.37, -1.32, -3.23)
N (0.27, -0.37, -3.24)
H (-3.38, 4.32, -1.97)
H (-4.34, 4.43, 0.33)
H (-4.39, 2.33, 1.70)
H (-3.33, 0.31, 0.78)
H (-1.13, -1.34, -6.15)
H (1.20, -2.26, -6.54)
H (2.76, -2.31, -4.61)
H (2.22, -0.90, -2.69)
S (0.78, -2.77, -2.15)